# 1
This record from the Open Molecules 2025 dataset describes 2 unconnected molecules or ions with the total composition C3H8O2 in a non-equilibrium geometry. The level of theory is ωB97M-V with the def2-TZVPD basis set.

## Properties
2S+1: 1
energy relative to the best compared isomer or geometry (same formula, charge and spin): 53.94 kcal per mole
DFT total energy: -269.50892 hartree
HOMO level: -10.16 eV

Geometry as XYZ:
```
13
Properties=species:S:1:pos:R:3:forces:R:3
C 1.3684 -1.0946 -1.7350 0.4 -0.9 -1.1
O 0.3918 -0.6120 -2.2626 1.2 -0.3 0.8
H 1.3580 -2.0065 -1.0797 -0.6 0.6 0.1
H 2.4459 -0.8536 -2.0031 -1.0 0.5 0.1
C -1.2404 0.0906 0.3459 -1.6 1.9 3.3
C 0.0412 0.8347 0.6015 0.6 0.1 1.0
O 0.0289 1.2437 1.9674 0.4 0.8 0.4
H -2.0761 0.5006 1.1053 1.8 -0.7 -1.4
H -1.7173 0.2237 -0.5459 -0.7 0.3 -2.8
H -1.1645 -0.9238 0.5623 0.2 -1.9 0.3
H 0.1505 1.7742 0.0228 0.1 -0.8 0.0
H 0.9525 0.1760 0.5741 -0.7 0.6 -0.9
H -0.5389 0.6471 2.4469 -0.2 -0.2 0.2
```
Positions in Å, forces in eV/Å.

natural (NBO) atomic charge list, values in e, 6 entries:
1. C 0.276
2. O -0.495
3. H 0.106
4. H 0.110
5. C -0.632
6. C -0.068


# 2
This record from the Open Molecules 2025 dataset describes 2 unconnected molecules or ions with the total composition C3H8O2S in a non-equilibrium geometry. The level of theory is ωB97M-V with the def2-TZVPD basis set.

## Properties
2S+1: 1
energy relative to the best compared isomer or geometry (same formula, charge and spin): 3.31 kcal per mole
net charge: -2
DFT total energy: -667.70998 hartree
HOMO level: 0.19 eV

Geometry as XYZ:
```
14
Properties=species:S:1:pos:R:3:forces:R:3
C 0.8018 -0.5220 -0.5384 -0.4 -0.6 0.5
O 1.9986 -0.3175 0.1457 -0.3 0.2 0.4
C -0.3193 0.2221 0.2106 0.7 1.1 -0.1
C -1.7231 0.3227 -0.4086 0.1 -0.7 0.8
S -3.0500 0.5128 0.8703 0.0 0.0 -0.2
H 0.5361 -1.5977 -0.5188 0.0 -0.1 -0.2
H 0.8630 -0.2586 -1.6000 0.0 0.3 -0.1
H -0.3432 -0.1715 1.2255 -0.3 -0.3 0.0
H 0.0874 1.2340 0.3725 -0.2 0.0 -0.1
H -1.8169 1.1644 -1.0917 0.3 0.0 -0.2
H -1.8765 -0.6134 -0.9609 -0.3 0.1 -0.1
H 2.8490 -0.5145 -0.3969 0.2 0.1 -0.3
H 4.8563 -0.2311 -0.7290 0.3 0.3 0.3
O 4.1367 -0.6781 -1.1642 -0.2 -0.4 -0.5
```
Positions in Å, forces in eV/Å.

natural (NBO) atomic charge list, values in e, 6 entries:
1. C -0.034
2. O -0.815
3. C -0.429
4. C -0.511
5. S -0.789
6. H 0.108


# 3
This record from the Open Molecules 2025 dataset describes 2 unconnected molecules or ions with the total composition C3H8O2S in a non-equilibrium geometry. The level of theory is ωB97M-V with the def2-TZVPD basis set.

## Properties
2S+1: 1
energy relative to the best compared isomer or geometry (same formula, charge and spin): 13.83 kcal per mole
net charge: -2
DFT total energy: -667.69321 hartree
HOMO level: 0.25 eV

Geometry as XYZ:
```
14
Properties=species:S:1:pos:R:3:forces:R:3
C -0.0984 0.3152 -0.4469 0.3 0.2 2.9
O -1.4468 0.7143 -0.5332 0.8 0.2 -2.2
C -0.0215 -0.3449 0.9590 2.5 -2.3 -0.7
C 1.4551 -0.6848 1.4497 -0.5 2.1 -0.9
S 1.5557 -1.6944 2.9343 0.1 -0.1 0.4
H 0.3624 -0.4322 -1.1086 -0.9 -0.2 -0.7
H 0.6908 1.1069 -0.4579 -0.7 0.4 -0.2
H -0.3957 -1.3812 0.7934 -0.7 0.8 0.7
H -0.4583 0.1985 1.7887 -0.6 0.0 -0.3
H 1.9124 0.3518 1.5321 0.0 -1.0 0.4
H 2.0327 -1.1492 0.6419 -0.2 -0.1 -0.1
H -1.6462 1.0593 -1.5640 0.0 0.2 0.9
H -1.9799 0.4854 -3.0686 -0.1 0.8 -0.3
O -1.9622 1.4551 -2.9198 0.1 -1.1 0.1
```
Positions in Å, forces in eV/Å.

natural (NBO) atomic charge list, values in e, 6 entries:
1. C -0.052
2. O -0.815
3. C -0.404
4. C -0.532
5. S -0.754
6. H 0.122


# 4
This record from the Open Molecules 2025 dataset describes 2 unconnected molecules or ions with the total composition C3H8O2S in a non-equilibrium geometry. The level of theory is ωB97M-V with the def2-TZVPD basis set.

## Properties
2S+1: 1
energy relative to the best compared isomer or geometry (same formula, charge and spin): 14.95 kcal per mole
DFT total energy: -667.75711 hartree
HOMO level: -9.08 eV

Geometry as XYZ:
```
14
Properties=species:S:1:pos:R:3:forces:R:3
O 0.0211 -3.7364 -2.9808 0.8 0.1 -0.6
C -0.6630 -2.7632 -2.9167 -1.0 -0.6 0.9
O -1.7752 -2.7675 -2.1456 -0.1 0.6 -0.4
H -0.5614 -1.7965 -3.4102 0.3 0.1 -0.1
H -1.8759 -3.6794 -1.8424 0.0 -0.1 0.2
C -0.7662 1.4175 2.4155 -0.1 0.1 1.4
C 0.7477 1.6890 2.5063 -0.6 -1.6 0.2
S 1.3086 2.9407 1.3602 0.5 0.5 0.1
H -1.0179 0.4024 2.7362 0.2 -0.2 -0.4
H -1.2071 1.6382 1.4503 0.1 0.0 -0.1
H -1.2673 2.0005 3.1982 -0.1 0.4 -0.5
H 1.0310 1.9315 3.5328 -0.1 0.7 -0.2
H 1.2579 0.7238 2.4229 0.3 0.2 -0.7
H 1.1439 2.2818 0.2071 -0.1 -0.2 0.1
```
Positions in Å, forces in eV/Å.

natural (NBO) atomic charge list, values in e, 6 entries:
1. O -0.573
2. C 0.642
3. O -0.686
4. H 0.126
5. H 0.491
6. C -0.620


# 5
This record from the Open Molecules 2025 dataset describes 2 unconnected molecules or ions with the total composition C3H8O2S in a non-equilibrium geometry. The level of theory is ωB97M-V with the def2-TZVPD basis set.

## Properties
2S+1: 1
energy relative to the best compared isomer or geometry (same formula, charge and spin): 19.77 kcal per mole
DFT total energy: -667.74943 hartree
HOMO level: -9.44 eV

Geometry as XYZ:
```
14
Properties=species:S:1:pos:R:3:forces:R:3
O -0.9449 1.9573 1.9299 -0.4 -0.3 -0.2
C 0.2012 1.8476 2.2265 0.5 0.5 0.2
O 1.1362 1.1348 1.5269 -1.1 -0.8 1.1
H 0.6119 2.3109 3.1330 0.2 0.2 -0.1
H 0.7195 0.2326 1.5600 0.8 0.4 -1.1
C -0.2329 0.1493 -1.6048 -1.1 -0.7 0.4
C -0.2532 -1.3755 -1.3197 -0.3 1.4 -0.3
S 0.8881 -1.7697 0.0227 -0.2 -0.5 0.5
H -0.6772 0.7228 -0.7869 0.6 -0.2 0.4
H 0.7785 0.4834 -1.8170 -0.2 0.3 -0.3
H -1.0061 0.3247 -2.3614 0.8 0.1 -0.7
H 0.0230 -1.8978 -2.2388 -0.1 -0.2 0.3
H -1.2754 -1.6066 -1.0295 0.1 -0.4 0.0
H 0.0313 -2.5138 0.7591 0.3 0.1 -0.2
```
Positions in Å, forces in eV/Å.

natural (NBO) atomic charge list, values in e, 6 entries:
1. O -0.548
2. C 0.648
3. O -0.725
4. H 0.102
5. H 0.503
6. C -0.620


# 6
This record from the Open Molecules 2025 dataset describes 2 unconnected molecules or ions with the total composition C3H8O2S in a non-equilibrium geometry. The level of theory is ωB97M-V with the def2-TZVPD basis set.

## Properties
2S+1: 1
energy relative to the best compared isomer or geometry (same formula, charge and spin): 34.24 kcal per mole
DFT total energy: -667.72637 hartree
HOMO level: -9.05 eV

Geometry as XYZ:
```
14
Properties=species:S:1:pos:R:3:forces:R:3
O 3.0393 0.0147 1.6176 0.9 0.5 -0.4
C 2.6444 0.3176 0.5164 -0.2 -2.1 0.7
C 1.1861 0.5500 0.3361 -1.0 1.0 -1.2
C 0.7032 -0.0816 -0.9707 -1.6 -0.5 0.1
S -1.1607 0.2926 -1.2512 1.4 -0.7 0.3
H 3.2562 0.1177 -0.4206 -0.1 0.8 0.7
H 1.0351 1.6574 0.2027 -0.1 -0.8 0.5
H 0.5875 0.1188 1.1560 0.6 0.6 0.0
H 1.1640 0.4333 -1.8079 0.4 -0.7 -0.2
H 0.7577 -1.2259 -0.9433 0.3 1.8 -0.4
H -1.4351 -1.0212 -1.2737 -0.4 0.3 0.0
O -3.7560 -0.4396 0.5417 -0.9 0.0 1.6
H -4.4523 -0.9229 1.0343 0.3 -0.2 -0.9
H -3.5694 0.1892 1.2625 0.5 0.2 -0.7
```
Positions in Å, forces in eV/Å.

natural (NBO) atomic charge list, values in e, 6 entries:
1. O -0.508
2. C 0.428
3. C -0.534
4. C -0.471
5. S -0.074
6. H 0.114


# 7
This record from the Open Molecules 2025 dataset describes 3 unconnected molecules or ions with the total composition C3H8O2S in a non-equilibrium geometry. The level of theory is ωB97M-V with the def2-TZVPD basis set.

## Properties
2S+1: 1
energy relative to the best compared isomer or geometry (same formula, charge and spin): 105.22 kcal per mole
DFT total energy: -667.61326 hartree
HOMO level: -9.57 eV

Geometry as XYZ:
```
14
Properties=species:S:1:pos:R:3:forces:R:3
C 1.2878 -0.0463 0.8180 -1.8 2.4 -4.0
C -0.3971 -2.6712 0.3443 -0.5 0.6 2.1
C -0.8729 2.3599 -0.5605 -2.2 5.4 1.8
O 1.0301 -1.4907 -1.2042 0.3 -0.3 -1.3
O -0.0242 -3.6007 -0.2907 -0.9 -0.7 -0.2
S 0.8204 -0.1301 -0.7427 0.9 0.3 1.6
H 1.6486 -0.9003 1.1803 1.7 -2.9 2.0
H 1.2069 0.9046 1.2279 0.0 1.3 1.2
H -1.4444 -2.2542 0.5780 0.4 -0.9 -1.2
H 0.2688 -2.0850 1.0039 0.3 -0.4 -0.2
H -0.1321 3.2701 -0.4954 -1.2 -1.6 0.8
H -1.0067 1.7659 0.3768 0.3 0.6 -1.1
H -1.8969 2.9553 -0.8450 2.3 -1.8 0.7
H -0.4883 1.9227 -1.3906 0.4 -1.9 -2.2
```
Positions in Å, forces in eV/Å.

natural (NBO) atomic charge list, values in e, 6 entries:
1. C -0.731
2. C 0.300
3. C -0.873
4. O -0.896
5. O -0.479
6. S 1.190


# 8
This record from the Open Molecules 2025 dataset describes 2 unconnected molecules or ions with the total composition C3H8O2S in a non-equilibrium geometry. The level of theory is ωB97M-V with the def2-TZVPD basis set.

## Properties
2S+1: 1
energy relative to the best compared isomer or geometry (same formula, charge and spin): 22.93 kcal per mole
DFT total energy: -667.74439 hartree
HOMO level: -9.20 eV

Geometry as XYZ:
```
14
Properties=species:S:1:pos:R:3:forces:R:3
O -0.4386 2.0189 1.4532 -0.1 0.0 0.0
C -0.2749 1.0967 0.6986 0.2 0.2 -0.2
C 0.3096 -0.2306 1.0838 0.2 0.0 1.2
C -0.6204 -1.3843 0.7079 0.8 0.5 0.0
S 0.1709 -3.0027 0.7917 -0.1 -0.2 -0.3
H -0.5339 1.1948 -0.3761 -0.1 0.0 0.0
H 0.4160 -0.2712 2.1708 -0.1 0.3 0.1
H 1.3645 -0.2684 0.7800 -0.4 -0.3 -0.8
H -1.4440 -1.3496 1.3938 -0.5 -0.1 0.3
H -1.0481 -1.2204 -0.2675 0.0 -0.3 -0.6
H 0.2084 -3.0987 2.1237 0.0 0.1 0.1
O 0.4496 1.9846 -3.2307 -0.1 -0.3 -0.3
H 0.4917 1.7293 -4.1656 0.0 0.2 0.4
H 0.9492 2.8016 -3.1635 0.0 0.1 0.0
```
Positions in Å, forces in eV/Å.

natural (NBO) atomic charge list, values in e, 6 entries:
1. O -0.512
2. C 0.441
3. C -0.532
4. C -0.519
5. S -0.022
6. H 0.112


# 9
This record from the Open Molecules 2025 dataset describes C3H8O2S2 in the gas phase in a non-equilibrium geometry. The level of theory is ωB97M-V with the def2-TZVPD basis set.

## Properties
2S+1: 1
energy relative to the best compared isomer or geometry (same formula, charge and spin): 49.43 kcal per mole
DFT total energy: -1065.90325 hartree
HOMO level: -8.96 eV

Geometry as XYZ:
```
15
Properties=species:S:1:pos:R:3:forces:R:3
O -1.9188 -0.1785 -0.9254 0.7 -0.6 1.8
C -1.3604 0.2106 0.3925 0.5 1.2 -3.5
C 0.0910 -0.1758 0.4303 2.4 0.9 -0.6
O 0.5092 0.1878 1.7152 -0.1 -1.2 1.4
S 0.3593 -1.9965 -0.0314 -0.6 0.8 1.2
C 1.0147 0.7988 -0.4588 -0.7 -0.7 -0.7
S 2.7319 0.0732 -0.6565 -1.5 -0.3 0.4
H -2.7993 0.1792 -0.9234 -0.6 0.1 -0.2
H -1.4370 1.2862 0.3012 0.5 0.6 0.7
H -1.8259 -0.0565 1.2870 -1.2 -1.2 1.1
H 1.4455 -0.0328 1.8958 -0.6 0.1 -0.6
H -0.4770 -1.7607 -1.0150 -0.5 -0.3 -0.8
H 0.6240 0.9569 -1.5073 0.2 0.0 1.3
H 0.9649 1.7017 0.2027 0.5 -0.5 -1.2
H 2.0779 -1.1938 -0.7070 1.1 1.1 -0.2
```
Positions in Å, forces in eV/Å.

natural (NBO) atomic charge list, values in e, 6 entries:
1. O -0.733
2. C -0.113
3. C 0.181
4. O -0.739
5. S -0.034
6. C -0.551


# 10
This record from the Open Molecules 2025 dataset describes 2 unconnected molecules or ions with the total composition C3H8O2S2 in a non-equilibrium geometry. The level of theory is ωB97M-V with the def2-TZVPD basis set.

## Properties
2S+1: 1
energy relative to the best compared isomer or geometry (same formula, charge and spin): 95.95 kcal per mole
DFT total energy: -1065.82912 hartree
HOMO level (spin up / spin down): -8.36 / -9.01 eV

Geometry as XYZ:
```
15
Properties=species:S:1:pos:R:3:forces:R:3
C 1.5827 -1.0276 0.6726 -1.0 -0.3 -0.8
C -2.1711 0.7377 0.4700 -1.2 -0.6 -0.1
C 2.1482 -0.2644 -0.5300 -1.6 0.4 -1.2
O -3.6115 -0.3631 -1.5140 0.0 0.3 0.1
O 0.2788 1.7499 -0.4735 -0.2 1.8 1.5
S -2.4216 -0.6176 -0.6559 0.0 -0.8 0.2
S 0.8203 0.7417 -1.3680 1.2 -1.9 -1.5
H 1.3300 -0.2113 1.3997 -0.1 -1.1 -0.4
H 0.6437 -1.5729 0.2713 1.4 0.6 1.3
H 2.3303 -1.7170 1.1352 -0.7 0.5 -0.4
H -1.7588 0.4236 1.3843 0.0 -1.4 1.6
H -3.0933 1.2869 0.7072 0.6 0.3 -0.7
H -1.2541 1.1368 0.1214 0.0 2.0 -0.8
H 2.3885 -0.7969 -1.5211 0.7 0.3 1.9
H 2.7879 0.4942 -0.0993 1.0 0.0 -0.8
```
Positions in Å, forces in eV/Å.

natural (NBO) atomic charge list, values in e, 6 entries:
1. C -0.635
2. C -0.891
3. C -0.603
4. O -0.799
5. O -0.838
6. S 0.923


Repeat the eighth record exactly.
This record from the Open Molecules 2025 dataset describes 2 unconnected molecules or ions with the total composition C3H8O2S in a non-equilibrium geometry. The level of theory is ωB97M-V with the def2-TZVPD basis set.

## Properties
2S+1: 1
energy relative to the best compared isomer or geometry (same formula, charge and spin): 22.93 kcal per mole
DFT total energy: -667.74439 hartree
HOMO level: -9.20 eV

Geometry as XYZ:
```
14
Properties=species:S:1:pos:R:3:forces:R:3
O -0.4386 2.0189 1.4532 -0.1 0.0 0.0
C -0.2749 1.0967 0.6986 0.2 0.2 -0.2
C 0.3096 -0.2306 1.0838 0.2 0.0 1.2
C -0.6204 -1.3843 0.7079 0.8 0.5 0.0
S 0.1709 -3.0027 0.7917 -0.1 -0.2 -0.3
H -0.5339 1.1948 -0.3761 -0.1 0.0 0.0
H 0.4160 -0.2712 2.1708 -0.1 0.3 0.1
H 1.3645 -0.2684 0.7800 -0.4 -0.3 -0.8
H -1.4440 -1.3496 1.3938 -0.5 -0.1 0.3
H -1.0481 -1.2204 -0.2675 0.0 -0.3 -0.6
H 0.2084 -3.0987 2.1237 0.0 0.1 0.1
O 0.4496 1.9846 -3.2307 -0.1 -0.3 -0.3
H 0.4917 1.7293 -4.1656 0.0 0.2 0.4
H 0.9492 2.8016 -3.1635 0.0 0.1 0.0
```
Positions in Å, forces in eV/Å.

natural (NBO) atomic charge list, values in e, 6 entries:
1. O -0.512
2. C 0.441
3. C -0.532
4. C -0.519
5. S -0.022
6. H 0.112


What did the seventh record say?
This record from the Open Molecules 2025 dataset describes 3 unconnected molecules or ions with the total composition C3H8O2S in a non-equilibrium geometry. The level of theory is ωB97M-V with the def2-TZVPD basis set.

## Properties
2S+1: 1
energy relative to the best compared isomer or geometry (same formula, charge and spin): 105.22 kcal per mole
DFT total energy: -667.61326 hartree
HOMO level: -9.57 eV

Geometry as XYZ:
```
14
Properties=species:S:1:pos:R:3:forces:R:3
C 1.2878 -0.0463 0.8180 -1.8 2.4 -4.0
C -0.3971 -2.6712 0.3443 -0.5 0.6 2.1
C -0.8729 2.3599 -0.5605 -2.2 5.4 1.8
O 1.0301 -1.4907 -1.2042 0.3 -0.3 -1.3
O -0.0242 -3.6007 -0.2907 -0.9 -0.7 -0.2
S 0.8204 -0.1301 -0.7427 0.9 0.3 1.6
H 1.6486 -0.9003 1.1803 1.7 -2.9 2.0
H 1.2069 0.9046 1.2279 0.0 1.3 1.2
H -1.4444 -2.2542 0.5780 0.4 -0.9 -1.2
H 0.2688 -2.0850 1.0039 0.3 -0.4 -0.2
H -0.1321 3.2701 -0.4954 -1.2 -1.6 0.8
H -1.0067 1.7659 0.3768 0.3 0.6 -1.1
H -1.8969 2.9553 -0.8450 2.3 -1.8 0.7
H -0.4883 1.9227 -1.3906 0.4 -1.9 -2.2
```
Positions in Å, forces in eV/Å.

natural (NBO) atomic charge list, values in e, 6 entries:
1. C -0.731
2. C 0.300
3. C -0.873
4. O -0.896
5. O -0.479
6. S 1.190